Record 1
81
Properties=species:S:1:pos:R:3:lowdin_charge:R:1 method="wB97M-V/def2-TZVPD" homo_ev="-11.5 / -11.5" spin_multiplicity=2 homo_lumo_gap_ev="6.63 / 6.99" molar_mass_da=1001.97 total_charge=+1
V -1.882 -1.492 -2.003 1.080
Cl 3.101 -2.652 -2.000 0.563
Cl -1.543 4.324 2.914 0.547
Cl 2.130 2.716 3.055 0.546
Cl -0.074 -2.674 5.204 0.528
Cl 3.580 -0.441 -3.919 0.562
Cl -2.899 2.264 1.404 0.557
Cl -0.646 3.678 0.164 0.626
Cl 3.318 4.482 1.008 0.548
Cl 4.424 1.777 1.503 0.578
Cl -1.753 -0.537 4.153 0.552
Cl 4.854 -0.367 -1.322 0.561
Cl 0.900 0.082 5.244 0.552
O 0.332 0.130 1.345 0.017
O -0.763 -0.505 -0.414 -0.179
O 0.922 0.869 -0.609 -0.017
O -2.943 -2.028 -3.050 -0.263
N 0.201 0.174 0.122 -0.490
N -1.506 -3.375 -0.776 -0.013
N 2.144 5.095 -2.534 0.070
N 3.669 -3.313 3.978 0.069
N -3.656 -1.391 -0.505 0.013
N -2.328 0.599 -2.557 -0.010
C 2.945 -1.448 2.079 -0.116
C 3.202 -3.699 2.793 -0.152
C 3.063 2.873 -2.631 -0.087
C -2.224 -5.241 0.564 -0.025
C -4.922 -1.247 -0.909 -0.154
C -1.342 3.064 1.668 -1.514
C -2.572 3.410 -2.753 -0.038
C 2.986 2.791 1.492 -1.502
C 3.430 -1.000 3.289 -0.108
C 0.055 -4.607 0.605 -0.028
C -0.950 -5.426 1.078 -0.013
C -3.413 -1.294 0.821 -0.113
C -1.324 2.820 -2.870 -0.066
C 3.772 -2.007 4.195 -0.150
C -0.263 -3.595 -0.277 -0.105
C -5.973 -0.866 -0.110 -0.024
C 4.163 3.290 -3.361 -0.064
C -5.679 -0.692 1.233 -0.031
C 3.438 -0.925 -2.218 -1.539
C -2.449 -4.231 -0.348 -0.125
C -0.082 -1.103 4.359 -1.505
C -3.679 2.603 -2.550 -0.034
C 3.179 5.474 -3.281 -0.147
C -3.491 1.253 -2.402 -0.121
C 2.811 -2.797 1.799 -0.083
C -1.294 1.438 -2.843 -0.107
C -4.392 -0.867 1.718 -0.060
C 4.222 4.639 -3.689 -0.055
C 2.113 3.800 -2.208 -0.211
H 3.345 6.539 -3.397 0.107
H 0.399 -1.222 3.395 -0.026
H 2.579 -3.084 0.785 0.045
H -0.730 -6.199 1.802 0.126
H -2.405 -1.373 1.208 0.094
H -4.153 -0.591 2.732 0.074
H -3.423 -4.176 -0.816 0.122
H 1.328 3.375 -1.598 0.029
H 3.591 0.035 3.541 0.054
H 1.051 -4.792 0.982 0.100
H 2.731 -0.673 1.349 0.070
H -3.099 -5.817 0.833 0.120
H -2.762 4.474 -2.813 0.128
H 3.193 -4.769 2.616 0.102
H -6.975 -0.815 -0.507 0.122
H -5.135 -1.459 -1.952 0.116
H 0.548 -2.978 -0.643 0.071
H -0.336 0.968 -3.034 0.114
H -6.455 -0.492 1.964 0.124
H -4.660 3.042 -2.452 0.122
H 2.519 -0.515 -1.812 -0.035
H 2.351 2.440 0.687 -0.037
H 4.233 -1.717 5.134 0.112
H 4.944 2.617 -3.690 0.102
H 5.050 5.088 -4.218 0.105
H -4.403 0.670 -2.332 0.102
H 2.843 1.844 -2.381 0.049
H -0.638 2.347 2.075 -0.038
H -0.449 3.406 -3.107 0.104


Record 2
63
Properties=species:S:1:pos:R:3:lowdin_charge:R:1 method="wB97M-V/def2-TZVPD" homo_ev="-6.9 / -6.7" spin_multiplicity=2 e_above_lowest_kj_mol=73.54 homo_lumo_gap_ev="5.28 / 4.85" molar_mass_da=511.20
Cu -0.422 0.065 1.165 0.338
Si -0.530 -0.449 -2.338 0.752
N 1.468 -1.288 2.950 0.119
N 1.548 -0.156 0.898 0.053
N 0.172 -1.025 2.830 0.070
C -0.275 2.196 1.317 -0.241
C -0.999 1.837 3.495 -0.161
C -3.837 1.667 -3.511 -0.087
C 1.846 0.290 -3.488 -0.136
C -2.632 -1.294 5.258 -0.068
C 3.639 0.377 -0.141 -0.036
C 3.001 0.211 -4.276 -0.087
C -1.901 -1.641 6.407 -0.074
C -3.509 2.124 -4.790 -0.094
C 3.622 -0.943 1.861 0.012
C 0.980 -0.810 -3.358 -0.327
C 2.264 0.508 -0.023 -0.131
C -1.801 0.324 -3.460 -0.296
C 0.836 2.365 2.215 -0.150
C 2.410 -2.059 -4.876 -0.090
C -1.552 0.689 -4.798 -0.093
C 3.288 -0.975 -4.960 -0.094
C -1.980 -0.841 0.324 -0.185
C 4.348 -0.351 0.833 -0.045
C -2.381 1.615 -5.444 -0.089
C -0.525 -1.903 6.334 -0.070
C -0.563 -1.301 3.985 -0.251
C 2.211 -0.798 1.896 -0.289
C -1.967 -1.143 4.039 -0.012
C 0.383 2.145 3.535 -0.135
C -3.035 0.706 -2.894 -0.110
C 0.139 -1.752 5.119 -0.014
C -1.428 1.871 2.132 -0.181
C 1.262 -1.986 -4.074 -0.089
H -0.313 2.459 0.261 0.092
H 4.208 -1.046 -5.554 0.104
H -2.158 1.932 -6.465 0.102
H 0.986 2.266 4.436 0.090
H -1.119 -1.641 -1.625 -0.007
H -4.729 2.032 -2.991 0.106
H 0.593 -2.844 -4.015 0.103
H -4.146 2.858 -5.277 0.099
H -3.713 -1.136 5.316 0.109
H 4.138 0.845 -0.994 0.110
H -0.127 0.598 -1.361 -0.008
H -2.697 -0.902 1.145 -0.018
H 1.827 2.717 1.917 0.095
H -3.383 0.237 -1.972 0.083
H -1.643 1.669 4.354 0.088
H 1.634 1.215 -2.957 0.089
H 1.205 -1.942 4.989 0.104
H -1.693 -1.859 0.018 -0.018
H 0.040 -2.224 7.211 0.105
H -2.484 -0.861 3.124 0.088
H 4.059 -1.538 2.652 0.110
H -2.391 -0.213 -0.479 -0.044
H 5.430 -0.443 0.773 0.110
H 2.640 -2.981 -5.429 0.105
H -2.460 1.814 1.782 0.101
H 3.673 1.074 -4.329 0.104
H 1.689 1.144 -0.701 0.081
H -2.428 -1.744 7.359 0.105
H -0.716 0.240 -5.346 0.102


Record 3
72
Properties=species:S:1:pos:R:3:lowdin_charge:R:1 method="wB97M-V/def2-TZVPD" homo_ev="-11.5 / -11.6" spin_multiplicity=2 e_above_lowest_kj_mol=50.24 homo_lumo_gap_ev="6.06 / 6.88" molar_mass_da=672.56 total_charge=+1
V -0.305 0.426 0.060 0.805
S -1.298 -1.231 -0.993 0.860
F -1.375 4.766 0.787 0.186
F -6.156 -2.707 -0.575 0.155
F -1.234 3.967 -1.227 0.151
F -5.336 1.859 -1.330 0.155
F -3.508 -3.206 -0.666 0.116
F 0.306 5.291 -0.474 0.203
F -7.078 -0.187 -0.904 0.169
F -2.682 1.352 -1.421 0.076
O 1.397 3.038 0.580 0.190
O -0.623 2.053 0.526 -0.113
N -0.072 -0.232 1.871 0.011
N 1.514 0.114 -0.122 -0.054
C 5.087 -1.460 0.740 -0.050
C -3.032 -0.935 -1.035 -0.440
C 3.864 -3.217 -0.583 -0.048
C -0.523 4.323 -0.139 -0.556
C -0.095 0.473 -3.764 -0.051
C 2.955 0.596 -3.499 -0.019
C -2.185 -0.751 3.163 -0.523
C 4.434 -0.778 -2.218 -0.019
C -2.448 -2.105 2.487 -0.020
C 2.071 0.300 1.092 -0.019
C -3.944 -1.967 -0.842 -0.238
C 2.026 0.607 -2.468 -0.124
C 3.800 -1.789 -0.024 -0.379
C -2.589 -0.866 4.634 -0.047
C -0.728 -0.392 3.040 -0.166
C -5.306 -1.717 -0.794 -0.131
C 0.172 -0.148 4.108 0.030
C 3.534 -0.813 -1.162 -0.126
C -3.544 0.344 -1.224 -0.231
C -4.895 0.619 -1.181 -0.135
C -5.783 -0.425 -0.961 -0.123
C 0.687 1.272 -2.716 -0.374
C 1.246 0.118 2.176 -0.268
C 0.831 2.732 -3.142 -0.032
C 4.165 -0.055 -3.365 -0.033
C 2.356 -0.035 -1.262 -0.120
C 1.400 0.173 3.574 0.058
C -3.016 0.364 2.499 -0.006
C 0.218 3.062 0.383 -0.428
H 5.218 -2.152 1.573 0.088
H -0.145 3.183 -3.309 0.086
H -1.098 0.883 -3.893 0.090
H 4.748 -3.352 -1.206 0.082
H -2.665 0.565 1.487 0.049
H -0.173 -0.576 -3.487 0.056
H -1.942 -2.901 3.036 0.100
H 5.953 -1.551 0.085 0.083
H 2.729 1.105 -4.426 0.119
H 3.913 -3.936 0.236 0.087
H -3.518 -2.317 2.496 0.099
H -3.649 -1.113 4.696 0.098
H -4.067 0.077 2.455 0.100
H 5.356 -1.339 -2.146 0.120
H 0.419 0.528 -4.724 0.092
H -0.065 -0.223 5.155 0.118
H -2.430 0.071 5.171 0.093
H 2.982 -3.440 -1.184 0.088
H 3.104 0.607 1.191 0.157
H 1.390 2.798 -4.074 0.088
H 2.307 0.414 4.104 0.131
H 0.086 1.260 -1.779 0.058
H 2.964 -1.772 0.678 0.115
H -2.938 1.289 3.071 0.103
H -2.029 -1.659 5.131 0.095
H 4.883 -0.031 -4.175 0.118
H 5.081 -0.444 1.138 0.073
H -2.088 -2.127 1.465 0.033
H 1.370 3.315 -2.393 0.089


Record 4
66
Properties=species:S:1:pos:R:3:lowdin_charge:R:1 method="wB97M-V/def2-TZVPD" homo_ev="-15.0 / -15.0" spin_multiplicity=2 homo_lumo_gap_ev="5.45 / 5.96" molar_mass_da=649.73 total_charge=+3
Ge -0.869 2.275 -19.812 1.296
Ge -1.718 -9.382 -14.666 1.207
V -3.467 3.007 -19.851 1.061
O -3.812 4.116 -21.197 -0.206
O -4.603 -2.196 -19.452 0.157
O -3.768 1.832 -18.562 -0.249
N -4.776 1.771 -20.627 -0.100
N -5.085 0.651 -19.977 0.125
C -4.561 0.663 -18.869 -0.307
C 0.140 2.068 -15.721 -0.030
C -2.487 -9.574 -12.901 -0.200
C -0.966 2.083 -22.678 -0.134
C 1.518 1.681 -15.802 -0.035
C -4.460 0.114 -16.388 -0.017
C -4.529 -1.722 -18.256 -0.206
C -2.525 -10.382 -16.147 -0.172
C 0.696 0.625 -21.586 -0.081
C -6.171 4.331 -24.528 0.004
C -4.279 5.305 -23.280 0.039
C -6.298 3.288 -23.608 -0.014
C 0.417 0.743 -24.018 -0.019
C -4.503 -2.676 -17.124 0.066
C -0.098 -8.460 -14.983 -0.216
C -4.645 -0.872 -15.499 -0.113
C -5.378 2.039 -21.752 0.044
C -0.533 2.223 -16.906 -0.159
C -0.260 1.694 -21.487 -0.390
C 0.179 2.135 -18.070 -0.357
C -4.515 -2.215 -15.756 -0.011
C -4.382 -0.287 -17.775 -0.047
C -0.634 1.622 -23.901 -0.077
C -5.150 5.271 -24.309 -0.050
C -5.423 3.154 -22.607 -0.164
C 2.204 1.489 -16.986 -0.024
C -4.527 4.212 -22.340 -0.231
C 1.057 0.214 -22.879 -0.033
C 1.482 1.743 -18.185 -0.103
H 1.918 1.434 -19.122 0.086
H -1.704 2.906 -22.546 0.088
H 0.221 -8.640 -16.033 0.057
H -0.355 -7.428 -14.990 0.021
H -0.325 2.199 -14.697 0.144
H -2.572 -9.892 -17.074 0.018
H -1.934 -9.284 -12.007 0.047
H -7.019 4.319 -25.260 0.149
H -1.201 1.943 -24.792 0.137
H -4.823 -2.835 -14.992 0.091
H -7.126 2.674 -23.735 0.119
H -4.951 6.123 -25.031 0.154
H -4.728 -3.624 -17.340 0.064
H -1.886 -11.255 -16.214 0.047
H -3.348 -8.910 -12.849 0.038
H -5.968 1.112 -21.940 0.176
H -4.361 -1.673 -20.157 0.078
H -3.368 5.843 -22.868 0.162
H 3.246 1.126 -16.993 0.132
H -4.861 -0.495 -14.524 0.115
H -3.521 -10.679 -15.811 0.042
H 2.001 1.513 -14.886 0.099
H -2.898 -10.594 -12.827 0.052
H -1.489 2.707 -16.841 0.092
H 1.838 -0.512 -23.055 0.118
H 0.679 0.428 -24.997 0.117
H -4.454 1.181 -16.114 0.133
H 1.169 0.180 -20.658 0.115
H 0.692 -8.656 -14.244 0.060


Record 5
66
Properties=species:S:1:pos:R:3:lowdin_charge:R:1 method="wB97M-V/def2-TZVPD" homo_ev=-8.0 e_above_lowest_kj_mol=78.73 homo_lumo_gap_ev=7.55 molar_mass_da=499.57
O 1.956 2.948 -4.774 -0.114
O 2.363 0.240 -5.712 -0.064
O -0.887 -1.439 2.057 0.140
O -2.904 0.193 2.960 0.005
O -0.984 1.339 2.787 0.115
N -1.241 -2.920 3.624 0.109
N -0.445 -3.482 2.698 0.104
N 2.005 -2.655 -1.824 0.172
C -1.485 -1.714 3.227 -0.289
C 1.515 2.019 -2.576 -0.015
C 2.730 1.209 -6.668 -0.076
C 0.548 -2.673 0.556 -0.060
C -2.118 1.160 2.432 -0.497
C 1.778 4.247 -4.267 -0.082
C 1.161 -5.088 0.820 -0.020
C -0.238 -2.597 1.769 -0.245
C 1.836 1.880 -3.922 -0.187
C -1.769 5.073 2.725 -0.289
C 1.811 -6.182 0.317 -0.072
C -3.739 4.046 2.471 -0.264
C -1.499 4.093 1.577 -0.105
C 1.900 -0.502 -3.578 0.062
C -2.869 3.411 1.371 -0.249
C 0.665 -1.533 -0.209 0.075
C 1.915 -3.781 -1.101 -0.208
C 1.417 -1.557 -1.404 -0.204
C -1.908 4.262 4.019 -0.131
C 2.572 -4.932 -1.590 -0.013
C -2.296 -0.669 3.909 -0.064
C 2.044 0.582 -4.433 -0.184
C 1.196 -3.865 0.127 -0.088
C 1.372 0.928 -1.741 -0.033
C -3.216 5.484 2.452 -0.112
C -2.851 1.875 1.327 -0.032
C -3.285 3.589 3.859 -0.124
C 1.556 -0.358 -2.237 -0.164
C 2.520 -6.105 -0.893 -0.078
H 1.368 3.003 -2.160 0.101
H 3.026 0.638 -7.548 0.093
H -0.723 3.378 1.839 0.101
H -3.094 -1.137 4.486 0.146
H -2.353 1.574 0.400 0.138
H -1.187 4.623 0.676 0.114
H 1.934 4.912 -5.115 0.096
H 2.061 -1.489 -3.977 0.124
H 1.145 1.100 -0.701 0.106
H 2.510 4.480 -3.487 0.098
H 0.616 -5.138 1.750 0.089
H -3.348 5.979 1.492 0.120
H -3.988 3.946 4.614 0.116
H 1.896 1.865 -6.924 0.092
H 3.574 1.813 -6.328 0.096
H 0.766 4.393 -3.875 0.097
H -4.807 3.916 2.299 0.144
H 0.168 -0.628 0.102 0.111
H 3.024 -6.984 -1.268 0.102
H -3.238 2.506 3.947 0.095
H 1.783 -7.119 0.854 0.103
H -1.105 3.533 4.118 0.103
H -3.875 1.498 1.304 0.131
H -1.041 5.880 2.790 0.138
H -1.642 -0.085 4.573 0.145
H 3.110 -4.843 -2.521 0.111
H -3.642 6.101 3.241 0.121
H -1.885 4.915 4.892 0.111
H -3.288 3.723 0.407 0.142


Record 6
66
Properties=species:S:1:pos:R:3:lowdin_charge:R:1 method="wB97M-V/def2-TZVPD" homo_ev=-7.8 e_above_lowest_kj_mol=85.04 homo_lumo_gap_ev=7.66 molar_mass_da=499.57
O -4.034 2.672 3.474 -0.060
O -5.439 2.152 1.415 -0.048
O -4.532 0.339 -0.575 -0.104
O -1.582 -0.023 -3.828 -0.145
O 4.125 0.006 0.338 0.085
N 2.570 -0.593 -1.212 0.151
N -0.016 -0.549 3.110 0.179
N 1.168 -0.560 -3.495 -0.126
C 0.658 0.798 -3.347 -0.132
C 0.649 -0.034 0.876 0.059
C 2.689 -2.129 4.909 -0.077
C -3.704 0.673 0.465 -0.178
C 1.923 -0.503 1.090 -0.049
C -0.304 -0.078 1.921 -0.215
C -3.445 1.833 2.580 -0.185
C 5.362 -0.681 -3.641 -0.080
C 2.235 -1.071 2.357 -0.085
C 3.311 -0.591 -2.397 -0.152
C -3.343 2.965 4.663 -0.081
C 3.700 -2.153 3.935 -0.072
C 1.206 -1.057 3.342 -0.207
C -2.190 1.271 2.735 0.036
C -1.658 0.466 1.735 -0.167
C 3.481 -1.639 2.686 -0.014
C 1.466 -1.592 4.621 -0.014
C -6.097 2.390 0.191 -0.069
C 2.995 -0.339 0.056 -0.403
C 4.699 -0.604 -2.429 -0.003
C 0.395 -1.259 -4.506 -0.152
C -1.053 -1.317 -4.014 -0.189
C -4.120 -0.644 -1.495 -0.061
C -2.414 0.172 0.609 0.022
C 4.650 -0.760 -4.824 -0.089
C -4.216 1.551 1.432 -0.124
C 3.266 -0.728 -4.803 -0.021
C 2.584 -0.627 -3.600 -0.184
C -0.805 0.718 -2.914 -0.193
H 2.886 -2.542 5.887 0.103
H 0.668 -1.567 5.346 0.111
H -3.820 -1.567 -0.990 0.101
H 1.243 1.331 -2.596 0.129
H -1.091 -1.878 -3.067 0.128
H 4.659 -2.585 4.179 0.103
H -6.865 3.129 0.419 0.094
H -0.860 0.248 -1.920 0.093
H -2.014 -0.501 -0.132 0.099
H 0.378 0.452 -0.051 0.107
H 1.597 -0.834 -1.364 0.129
H -5.416 2.793 -0.562 0.100
H 0.411 -0.742 -5.479 0.127
H 0.792 -2.268 -4.626 0.137
H 0.725 1.350 -4.299 0.137
H 2.716 -0.772 -5.731 0.107
H 5.168 -0.833 -5.769 0.101
H -3.157 2.063 5.254 0.099
H -4.996 -0.843 -2.111 0.100
H -3.312 -0.288 -2.139 0.076
H 4.265 -1.652 1.947 0.108
H 6.441 -0.690 -3.657 0.104
H 5.249 -0.555 -1.505 0.103
H -2.391 3.470 4.463 0.097
H -1.252 1.712 -2.866 0.136
H -3.994 3.636 5.221 0.094
H -1.591 1.455 3.610 0.108
H -6.568 1.485 -0.201 0.089
H -1.695 -1.805 -4.748 0.128